C50H42N3O3P2PdS | ωB97M-V with the def2-TZVPD basis set

Computed properties:
DFT total energy   -96004.588 eV
Energy above the lowest of the compared OMol25 structures with the same formula, charge and spin   2.822 eV
Expectation value of S²   6.0776
E_HOMO (spin up / spin down)   -15.4 / -15.4 eV
Kohn-Sham gap (spin up / spin down)   7.06 / 4.87 eV
Spin multiplicity   5
Charge   +3
Strongest force on any atom   2.06 eV/A

Geometry as XYZ:
```
102
Properties=species:S:1:pos:R:3:forces:R:3:mulliken_charge:R:1
Pd -0.8317 -0.3623 0.0455 0.3 0.8 0.6 -0.04
C -7.0421 -0.4749 1.1181 0.1 -0.1 -0.1 -1.61
C -6.4428 -1.5526 0.1861 -0.3 0.1 0.2 1.63
C -7.5630 -2.4762 -0.3102 0.2 0.1 0.0 -2.00
C -5.4277 -2.3096 1.0176 0.4 0.2 -0.3 1.14
C -5.8043 -3.2033 2.0178 0.3 0.0 -0.1 -0.32
C -4.8795 -3.7671 2.8817 0.1 0.0 0.0 -1.41
C -3.5347 -3.4531 2.7729 0.0 0.0 0.0 -0.51
C -3.1238 -2.6030 1.7543 0.2 0.7 -0.6 -0.17
P -1.3775 -2.2293 1.4288 -0.5 -1.2 0.7 1.59
C -0.8036 -3.6428 0.4238 0.2 0.4 -0.1 0.60
C -1.5481 -4.7855 0.1481 0.0 0.1 0.1 -0.69
C -1.0041 -5.7918 -0.6373 0.0 0.1 0.0 -1.01
C 0.2688 -5.6681 -1.1737 0.3 0.1 -0.1 -0.58
C 0.9883 -4.5063 -0.9254 -0.9 -0.2 0.6 -0.60
C 0.4644 -3.5005 -0.1297 0.2 0.1 0.1 -0.80
C -0.5811 -2.3911 3.0430 0.0 0.3 -0.4 0.55
C -1.0302 -1.5389 4.0544 -0.1 0.0 -0.1 -0.28
C -0.5076 -1.6557 5.3273 0.0 0.1 0.0 -0.80
C 0.4830 -2.5954 5.5873 0.0 0.0 -0.1 -0.62
C 0.9453 -3.4233 4.5754 0.1 0.0 0.0 -0.76
C 0.4229 -3.3211 3.2991 -0.1 0.0 -0.1 -0.28
C -4.0687 -2.0326 0.8927 -0.2 -0.5 0.6 -1.21
O -3.5461 -1.1793 -0.0424 -0.2 -0.1 0.0 0.16
C -4.3793 -0.6480 -0.9865 -0.5 0.3 -0.6 -0.53
C -3.7563 0.1358 -1.9709 0.5 -0.3 0.7 0.44
C -4.5309 0.7558 -2.9429 -0.1 -0.1 0.0 -0.69
C -5.8992 0.5500 -2.9534 0.1 0.1 -0.1 -1.63
C -6.5009 -0.2237 -1.9761 0.3 0.0 0.0 -0.38
C -5.7630 -0.8323 -0.9656 0.4 -0.1 0.2 1.02
P -1.9571 0.4246 -1.8701 -1.1 0.3 -1.0 1.87
C -1.6652 2.0797 -2.5578 0.2 -0.2 0.5 0.28
C -1.4114 3.1472 -1.7028 0.0 -0.3 0.1 0.15
C -1.1415 4.3981 -2.2304 0.0 0.1 0.0 -0.21
C -1.1131 4.5785 -3.6035 0.0 0.0 0.1 -0.93
C -1.3587 3.5130 -4.4573 0.0 -0.1 -0.1 -1.20
C -1.6331 2.2615 -3.9416 0.0 -0.1 0.1 -0.18
C -1.1550 -0.5763 -3.1474 -0.3 -0.6 0.1 -0.27
C 0.2898 -0.1800 -3.3980 0.0 0.4 -0.1 -0.79
C 0.7263 -0.4094 -4.7962 0.2 0.6 0.2 -1.87
C 0.4631 -1.7150 -5.2006 -1.0 -1.8 0.2 0.43
C -0.6852 -2.5023 -4.5339 0.4 0.0 -0.6 -0.97
C -1.5797 -1.7417 -3.6653 -0.1 1.0 0.4 -0.27
H -7.5346 -0.9435 1.9656 -0.1 0.0 0.1 0.44
H -7.7710 0.1274 0.5845 -0.1 0.1 -0.1 0.46
H -6.2597 0.1792 1.4979 0.1 0.1 0.0 0.37
H -8.0742 -2.9416 0.5258 -0.1 0.0 0.1 0.46
H -7.1710 -3.2574 -0.9558 0.0 -0.1 -0.1 0.42
H -8.3111 -1.9164 -0.8612 -0.1 0.0 0.0 0.46
H -6.8433 -3.4595 2.1392 -0.2 0.0 0.0 0.46
H -5.2087 -4.4491 3.6492 0.0 0.0 0.1 0.47
H -2.8132 -3.8690 3.4601 0.1 -0.1 0.1 0.62
H -2.5440 -4.8885 0.5481 -0.1 -0.1 0.1 0.54
H -1.5870 -6.6712 -0.8546 0.0 -0.2 0.0 0.51
H 0.6781 -6.4415 -1.8057 0.0 -0.1 -0.1 0.55
H 3.0241 -4.8399 -1.4943 0.0 0.1 0.0 0.35
H 1.0444 -2.6028 0.0785 0.0 -0.2 -0.1 1.03
H -1.7973 -0.8073 3.8289 0.0 0.0 0.1 0.52
H -0.8669 -1.0173 6.1187 0.0 0.1 0.1 0.50
H 0.8980 -2.6790 6.5786 0.0 0.0 0.1 0.45
H 1.7139 -4.1525 4.7759 0.1 -0.1 0.1 0.47
H 0.7715 -3.9741 2.5141 0.1 -0.1 0.0 0.41
H -4.0665 1.3951 -3.6767 0.0 0.1 -0.1 0.60
H -6.5019 1.0154 -3.7163 -0.1 0.1 -0.1 0.47
H -7.5717 -0.3351 -1.9957 -0.2 0.0 0.0 0.43
H -1.4143 2.9810 -0.6328 0.0 0.2 0.0 -0.15
H -0.9414 5.2275 -1.5705 0.0 0.1 0.1 0.52
H -0.8920 5.5505 -4.0117 0.0 0.1 -0.1 0.46
H -1.3304 3.6546 -5.5256 0.0 0.0 -0.1 0.50
H -1.8093 1.4254 -4.6044 0.0 0.0 -0.1 0.64
H 0.5155 0.8331 -3.0509 0.0 -0.3 0.0 0.76
H 1.3460 0.2740 -5.3431 0.2 0.2 0.0 0.53
H 1.0516 -3.5066 -6.1161 -0.3 0.0 0.2 0.34
H -1.1532 -3.2640 -5.1473 0.1 0.0 -0.1 0.68
H -2.5928 -2.0885 -3.5240 -0.1 -0.1 0.1 0.78
C -2.9883 6.6473 1.0670 -0.3 0.3 0.1 -1.66
C -2.0262 5.5545 1.3550 0.3 -0.4 0.1 0.66
C -0.6480 5.7816 1.3917 -0.4 0.0 0.0 -0.66
C 0.2372 4.7432 1.6123 0.1 -0.4 0.1 -0.74
C -0.2572 3.4612 1.8120 0.3 -0.1 -0.2 0.83
C -1.6244 3.2162 1.7988 0.1 -0.3 0.3 -0.93
C -2.5019 4.2589 1.5920 0.3 0.3 0.0 -0.47
S 0.8675 2.0673 2.0678 -0.6 1.1 1.0 0.06
C 0.8201 2.1085 3.8972 0.2 -0.2 -0.5 -1.05
O 0.0008 0.8689 1.7508 -0.5 -1.2 -0.4 -0.10
H -2.4832 7.5535 0.7470 0.0 0.1 0.0 0.39
H -3.5682 6.8739 1.9638 0.0 0.1 0.0 0.40
H -3.7006 6.3403 0.3008 0.0 0.1 0.0 0.37
H -0.2715 6.7861 1.2607 0.0 0.1 -0.1 0.44
H 1.2988 4.9283 1.6303 0.2 0.1 0.0 0.52
H -1.9878 2.2049 1.9524 0.0 0.1 0.0 0.53
H -3.5656 4.0817 1.6313 -0.2 0.0 -0.1 0.48
H -0.2098 2.1372 4.2377 -0.2 0.1 -0.2 0.32
H 1.3585 2.9938 4.2207 0.1 0.1 0.0 0.45
H 1.3121 1.2141 4.2671 0.1 -0.1 -0.1 0.40
O 1.1524 -0.7244 -1.2528 0.5 -0.7 -1.5 -0.65
N 1.0319 -1.1056 -2.4825 0.1 1.1 1.8 0.92
C 1.3496 -2.3456 -2.9022 0.8 -0.9 -0.5 0.76
C 0.7537 -2.8417 -4.1395 -0.7 0.4 -0.7 0.33
N 1.3579 -2.7878 -5.4637 1.2 0.1 0.0 -0.50
C 2.2613 -3.2090 -2.3619 -0.2 0.3 0.2 -0.50
N 2.2192 -4.2230 -1.6081 0.4 0.1 -0.3 0.10
```
Forces are in eV/Å.

C50H42N6O2P2RhS | ωB97M-V with the def2-TZVPD basis set

Computed properties:
DFT total energy   -97981.163 eV
E_HOMO   -10.1 eV
Kohn-Sham gap   5.03 eV
Spin multiplicity   1
Charge   +1
Strongest force on any atom   2.58 eV/A

Geometry as XYZ:
```
104
Properties=species:S:1:pos:R:3:forces:R:3:mulliken_charge:R:1
Rh 0.0150 -0.0317 0.5349 1.4 0.3 -1.9 -1.12
C 6.5009 -1.8031 -5.0124 0.0 0.0 -0.1 -1.51
C 5.6845 -1.5032 -3.7981 -0.1 0.0 0.1 1.04
C 5.9094 -2.1857 -2.6060 -0.1 0.1 0.0 -0.84
C 5.1365 -1.9218 -1.4911 0.1 0.0 0.2 -1.20
C 4.1446 -0.9631 -1.5691 -0.3 0.2 0.5 0.33
C 3.8897 -0.2793 -2.7414 -0.1 0.1 -0.1 -0.10
C 4.6691 -0.5499 -3.8530 0.0 0.0 0.2 -0.90
S 3.0983 -0.8795 -0.1263 0.1 -0.6 -0.5 0.37
O 3.8841 -0.8763 1.0671 0.1 0.2 0.0 -0.65
O 2.2542 -2.0602 -0.3290 0.4 0.6 -0.1 -0.02
N 2.0756 0.3843 -0.2234 -1.4 -2.1 0.5 0.95
C 2.5597 1.6474 -0.1037 0.9 1.7 0.1 -0.29
C 3.9079 1.9881 -0.1073 -0.7 -0.3 0.0 -0.54
C 4.3075 3.3232 -0.0685 -0.1 0.6 0.0 -1.16
C 3.3911 4.3446 -0.0345 0.3 -0.2 0.0 -0.84
C 2.0142 4.0518 -0.0130 -0.2 -0.4 -0.1 0.91
C 1.0125 5.0408 0.0150 -0.2 -0.2 0.0 -0.71
C -0.3046 4.6650 0.0612 0.2 0.1 0.0 -1.44
C -0.6188 3.3023 0.1074 -0.2 0.1 0.0 0.25
N 0.2889 2.3528 0.0709 -0.6 -1.1 0.5 0.38
C 1.5907 2.6962 -0.0176 0.9 0.1 0.0 -0.12
H 7.2994 -2.5039 -4.7856 0.1 0.0 0.0 0.36
H 6.9391 -0.8937 -5.4174 0.1 0.0 -0.1 0.37
H 5.8683 -2.2385 -5.7843 0.0 0.0 -0.1 0.32
H 6.6869 -2.9340 -2.5543 0.1 0.0 0.0 0.36
H 5.2782 -2.4481 -0.5587 0.2 -0.1 0.0 0.54
H 3.1030 0.4585 -2.7828 -0.1 0.1 0.0 0.47
H 4.4881 -0.0157 -4.7740 0.0 0.1 -0.1 0.45
H 4.6504 1.2054 -0.1256 0.1 0.1 0.0 0.65
H 5.3633 3.5489 -0.0789 0.1 0.0 0.0 0.43
H 3.7037 5.3769 -0.0161 0.1 0.1 0.0 0.44
H 1.2977 6.0811 0.0035 0.0 0.1 0.0 0.46
H -1.0968 5.3966 0.0761 -0.1 0.0 0.0 0.49
H -1.6524 2.9926 0.1819 0.0 0.0 0.0 0.44
C -1.5883 -3.2492 0.5468 1.2 0.8 0.2 -2.12
N -2.7162 -2.7399 -0.1358 0.1 0.6 -0.7 0.83
C -3.2073 -1.4731 0.2971 0.3 0.2 0.2 -1.64
P -2.2655 0.1154 -0.1471 -1.3 -1.2 1.3 2.58
C -2.7193 0.4343 -1.8759 1.0 0.1 0.0 0.91
C -2.4044 -0.5610 -2.8022 0.0 0.0 0.2 -1.26
C -2.5982 -0.3456 -4.1524 -0.1 0.0 -0.2 -1.13
C -3.0961 0.8713 -4.5930 0.0 -0.1 0.0 -0.84
C -3.3913 1.8719 -3.6800 -0.1 0.1 0.0 -0.82
C -3.1919 1.6653 -2.3271 0.0 0.0 0.1 -0.42
C -3.3600 1.1694 0.8644 0.7 0.2 0.0 0.93
C -4.6897 1.4009 0.5194 0.1 -0.1 -0.2 -0.30
C -5.4971 2.1477 1.3588 -0.1 0.0 0.0 -0.98
C -4.9938 2.6546 2.5469 0.1 0.0 0.0 -0.68
C -3.6763 2.4148 2.9016 -0.1 0.0 0.1 -0.77
C -2.8621 1.6767 2.0623 0.2 -0.1 -0.1 -0.50
C -3.5741 -3.5815 -0.8481 -0.6 -0.5 -0.2 0.91
C -4.3714 -3.0767 -1.8803 0.2 0.0 0.2 0.01
C -5.3000 -3.8821 -2.5089 -0.1 -0.2 0.0 -0.95
C -5.4642 -5.2025 -2.1224 0.0 0.0 -0.1 -0.61
C -4.6652 -5.7180 -1.1151 -0.1 0.0 -0.2 -0.78
C -3.7245 -4.9253 -0.4888 0.1 0.3 0.0 -0.47
P 0.1488 -2.4746 0.0679 -2.0 -0.9 0.9 2.59
C 0.1585 -2.9124 -1.6977 0.2 0.8 0.0 1.14
C 0.4929 -1.8959 -2.5891 0.1 -0.1 0.1 -0.43
C 0.5448 -2.1414 -3.9478 0.0 0.1 -0.1 -0.92
C 0.2553 -3.4079 -4.4320 0.0 0.0 0.0 -0.92
C -0.0937 -4.4177 -3.5512 0.0 -0.1 -0.1 -1.04
C -0.1476 -4.1750 -2.1887 -0.1 0.0 0.2 -0.47
C 1.0176 -3.7531 1.0328 0.3 0.6 0.4 1.27
C 1.7468 -4.7846 0.4560 -0.1 0.1 -0.1 -0.79
C 2.4744 -5.6455 1.2579 0.0 -0.1 0.0 -0.82
C 2.5035 -5.4690 2.6325 -0.1 0.1 0.0 -0.66
C 1.7874 -4.4322 3.2095 0.1 -0.1 0.1 -0.82
C 1.0426 -3.5821 2.4131 -0.2 0.1 -0.1 -0.49
H -1.4572 -4.3108 0.3392 0.1 0.2 0.1 0.68
H -1.6650 -3.0973 1.6304 0.0 -0.2 0.1 0.63
H -3.1935 -1.4365 1.3976 -0.1 0.1 0.0 0.44
H -4.2382 -1.3380 -0.0414 0.2 0.1 0.1 0.86
H -2.0008 -1.5011 -2.4530 0.0 -0.1 -0.1 0.72
H -2.3541 -1.1231 -4.8613 0.0 -0.1 0.0 0.57
H -3.2436 1.0454 -5.6472 0.0 0.0 -0.1 0.44
H -3.7728 2.8220 -4.0232 0.0 0.1 0.0 0.48
H -3.4163 2.4557 -1.6255 0.0 0.1 0.0 0.43
H -5.0902 1.0063 -0.4042 -0.1 0.0 -0.1 0.48
H -6.5251 2.3327 1.0870 -0.1 0.0 0.0 0.46
H -5.6292 3.2362 3.1965 -0.1 0.1 0.1 0.43
H -3.2841 2.8033 3.8291 0.0 0.0 0.1 0.50
H -1.8270 1.4923 2.3254 0.0 0.0 0.1 0.22
H -4.2627 -2.0516 -2.1972 0.0 0.1 0.0 0.29
H -5.9054 -3.4700 -3.3015 -0.1 0.0 -0.1 0.44
H -6.2164 -5.8171 -2.5910 0.0 -0.1 -0.1 0.41
H -4.7937 -6.7400 -0.7938 0.0 -0.1 0.0 0.42
H -3.1590 -5.3425 0.3292 0.1 0.0 0.1 0.45
H 0.7130 -0.9081 -2.1946 0.1 0.0 -0.2 0.44
H 0.8034 -1.3466 -4.6310 0.0 0.1 -0.1 0.66
H 0.3041 -3.6084 -5.4923 0.0 0.0 -0.1 0.47
H -0.3239 -5.4020 -3.9288 0.0 -0.1 0.0 0.52
H -0.4152 -4.9794 -1.5197 -0.1 -0.1 0.1 0.53
H 1.7727 -4.8916 -0.6161 0.1 -0.1 -0.1 0.47
H 3.0386 -6.4461 0.8043 0.0 -0.1 -0.1 0.45
H 3.0926 -6.1278 3.2518 0.0 -0.1 0.0 0.41
H 1.8313 -4.2701 4.2769 0.0 0.0 0.1 0.46
H 0.5109 -2.7488 2.8529 0.0 0.0 0.1 0.19
N -0.2490 -0.0135 7.1631 -0.1 -0.1 0.3 -0.50
C 0.0904 0.0939 6.0663 -0.7 -0.3 1.1 0.42
N 0.4954 0.2821 4.8653 1.2 0.6 -1.2 -0.65
C 0.2277 -0.0069 3.6999 -0.7 -0.1 -0.7 0.80
N 0.0098 -0.2393 2.5623 -0.4 -0.2 -1.0 -1.14
```
Forces are in eV/Å.

What is the spin multiplicity in the second record? 1